72
Properties=species:S:1:pos:R:3:forces:R:3:mulliken_charge:R:1 method="wB97M-V/def2-TZVPD" charge=+1 gap_ev=5.465 e_tot_ha=-3598.1767
H -1.381660 -3.545098 1.338643 -0.2 0.2 0.6 0.204
I 1.217581 0.179773 1.446417 0.6 0.1 -0.4 0.399
H 2.000233 -2.832951 -1.325611 -0.1 -0.1 0.0 0.239
C 1.969262 1.976670 -1.497731 0.3 3.8 1.3 -0.406
H 2.428166 -4.405939 -2.040055 -0.1 0.0 0.0 0.440
O -4.773249 2.564570 -1.259082 0.4 -0.3 -0.6 -0.394
H -0.140449 4.351365 0.047134 1.2 -0.4 -0.5 0.378
C 2.917989 4.280976 -1.035911 1.1 0.3 -0.4 -0.312
H -3.827326 -6.753463 5.750427 0.0 0.0 -0.1 0.300
C -3.549088 -5.791328 6.182994 0.0 -0.1 0.0 -0.946
H -4.426564 -5.301472 6.607695 0.0 0.0 0.0 0.340
C 6.409018 5.132366 -4.211263 -0.1 -0.1 -0.1 -0.903
S 0.103590 -3.887041 -2.310088 0.3 -0.4 -0.2 0.623
H -1.510239 2.254873 -2.597281 0.6 -0.8 0.8 0.321
N -0.321689 0.338137 0.012604 0.2 -0.2 0.0 -0.217
C -1.078162 1.349004 -2.075032 0.1 -0.1 -0.7 -1.369
N 1.827957 4.892665 -0.461317 0.3 -4.3 -1.5 -0.556
S 6.903385 4.144860 -2.786546 0.1 0.1 -0.1 0.490
C -1.833327 0.861743 4.052474 0.1 -0.4 -0.2 -0.917
H -1.145539 -0.335723 1.779720 -1.5 0.3 -0.9 0.134
H 8.880991 2.819823 -2.799086 -0.1 0.1 0.0 0.326
H 8.193531 2.962348 -4.434344 -0.1 0.0 0.0 0.320
H -4.000021 0.571422 4.055220 0.6 -0.4 -1.1 0.442
P -2.181309 -1.856300 0.287023 -0.1 -2.3 2.1 0.348
H -1.892596 0.573804 -2.052817 0.7 0.7 0.2 0.405
C -1.692668 2.281375 0.250991 1.5 0.1 2.5 -2.188
C 0.236409 -4.879682 -3.804939 -0.1 0.0 -0.1 -1.046
H 4.059799 2.631379 -2.036784 -1.1 0.6 0.6 0.557
S -2.826412 -4.732927 4.913785 0.1 0.0 -0.1 0.549
H -0.271626 0.943921 -2.761674 -0.8 0.5 0.9 0.441
H -1.416724 -2.409081 -0.785466 -0.4 1.1 -0.2 -0.175
Cl -3.438795 3.108407 2.626701 0.0 -0.7 -0.6 -0.156
H -1.155666 2.549316 1.224801 -0.7 -0.1 -0.9 0.781
H 0.858801 -5.753432 -3.608308 0.0 0.0 0.1 0.403
H 2.187703 -2.978387 -3.091408 -0.1 0.0 0.0 0.325
H 0.666272 -4.283774 -4.611279 0.0 0.1 0.1 0.325
H 9.104851 4.325999 -3.718221 -0.1 0.0 0.1 0.391
H 2.073853 0.934084 -1.881458 -0.3 1.0 0.4 0.450
C 3.084054 2.934638 -1.571367 -2.0 -0.7 0.5 -0.641
H -1.072671 1.324848 3.362984 -0.8 -0.3 0.6 0.129
C -2.641387 1.088525 0.746365 0.7 0.3 -1.3 1.883
O 5.941736 3.004870 -2.678648 0.2 0.1 -0.2 -0.650
H -2.805955 -5.945207 6.964620 0.0 0.1 -0.1 0.325
H -4.002481 -4.177201 2.920739 0.2 0.0 0.1 0.057
H -0.763536 -5.206227 -4.090134 0.0 0.1 0.1 0.352
C 8.420301 3.501863 -3.513563 0.0 -0.1 -0.1 -1.006
H 5.450868 5.600852 -3.988132 0.1 0.0 0.1 0.292
H 7.156888 5.905005 -4.393683 0.0 0.0 0.1 0.370
H -5.107509 -4.297486 4.311797 0.1 0.0 0.0 0.336
C -0.504579 1.710282 -0.623386 -2.1 0.9 -2.3 1.720
H -0.153511 -0.329360 -0.758650 0.3 0.2 0.4 0.428
O -1.739343 -5.508542 4.252510 -0.2 0.0 0.1 -0.630
H -3.558491 -1.895403 -0.060949 0.6 1.0 -0.4 0.178
H -4.591573 1.184511 1.788515 1.4 0.4 0.1 0.571
H 3.831259 4.944817 -1.097893 -1.1 -0.9 0.0 0.326
C -1.588076 -0.102462 0.767003 -0.5 0.0 0.9 -0.686
H -1.337292 -0.049098 4.504720 -0.7 0.9 -0.5 0.289
C 0.781314 2.575060 -0.841715 1.4 -0.3 0.1 -0.603
C 0.817948 3.961829 -0.410343 -1.3 -0.3 0.5 -0.215
H -4.486542 -5.781138 3.525486 0.1 0.0 0.1 0.352
H 6.306213 4.492842 -5.089116 0.0 0.0 0.1 0.305
O -0.618313 -2.622580 -2.672341 0.3 0.2 0.0 -0.640
H -3.084468 -0.625509 2.951447 -0.4 1.0 0.4 0.169
C -3.508855 1.375638 2.050088 -0.2 -1.0 1.2 -0.510
C -4.182462 1.650431 -0.865395 -0.6 -0.7 1.6 0.552
H -2.034951 1.596168 4.876354 0.2 -0.7 -0.9 0.370
C -3.180966 0.449372 3.288048 0.9 0.5 0.5 -0.462
C 1.857175 -3.488298 -2.185140 0.0 0.1 -0.1 -0.963
N -3.692804 0.677762 -0.263764 0.5 1.6 -1.2 -0.823
C -4.251657 -4.754614 3.812048 -0.1 0.0 -0.1 -0.685
H -2.158514 3.264973 -0.014960 0.2 -1.2 -0.3 0.741
N -2.026261 -2.786391 1.589663 0.4 0.6 -1.2 -0.579